Here is one molecule with the formula C2H5N5 from OMol25. Energies are from wB97M-V/def2-TZVPD.

```
12
C2H5N5 | OMol25 | wB97M-V/def2-TZVPD
N 1.3799 0.1946 -1.1612
C 0.4103 0.3653 -0.0843
C 0.5562 1.1634 0.9907
N -0.2984 0.8833 1.9506
N -1.2342 -0.0641 1.5804
N -0.6150 -0.3420 0.2426
N -1.0683 -1.4701 -0.4751
H 0.9560 -0.2046 -1.9253
H 1.7897 1.1303 -1.4910
H 0.9395 2.2425 0.7685
H -2.0619 -1.4636 -0.2104
H -0.7538 -2.4349 -0.1855
```

The value obtained for the frontier orbital gap is 9.621 eV. Its charge is 0. The SMILES is Nc1cnnn1N. The value obtained for the energy above the lowest of the compared OMol25 structures with the same formula, charge and spin is 96.2 kcal per mole.